# 1
231
Properties=species:S:1:pos:R:3 method="wB97M-V/def2-TZVPD" charge=0 orbital_gap_ev=8.707
C -4.89886 -1.01493 3.22922
C -5.29642 -2.49391 3.08478
C -6.73244 -2.66050 3.70158
C -7.82401 -2.13714 2.77448
C -7.66359 -2.93377 1.45910
C -6.31020 -2.69895 0.76129
N -5.21064 -3.05864 1.71379
O -3.93721 -2.73140 1.19193
C -6.16879 -3.65202 -0.35962
C -6.16246 -1.22450 0.25939
C -4.32267 -3.26794 3.98029
H -4.87490 -0.81286 4.32851
H -5.69351 -0.33528 2.80355
H -3.96724 -0.78314 2.74472
H -6.93038 -3.72382 3.86448
H -6.69850 -2.13331 4.67111
H -7.61281 -1.06344 2.60881
H -8.85983 -2.37159 3.08880
H -8.36774 -2.60323 0.68272
H -7.76867 -3.99005 1.68258
H -5.20166 -3.48348 -0.80973
H -6.24325 -4.67028 -0.01965
H -6.93454 -3.49538 -1.08174
H -6.26584 -0.53404 1.08443
H -5.16325 -1.12877 -0.18584
H -6.92913 -0.97067 -0.47369
H -4.25133 -2.79658 4.96056
H -3.40362 -3.46975 3.46496
H -4.80719 -4.19875 4.18640
H -3.44346 -3.56498 1.08831
C 0.17759 4.00087 6.24986
C 0.47780 2.90513 5.21286
C 1.66986 2.02710 5.46998
C 1.63544 1.20915 6.76925
C 0.41697 0.27398 6.52989
C -0.86118 1.02395 6.12563
N -0.67846 1.94351 5.04525
O -1.82379 2.71061 5.01435
C -1.95545 0.03389 5.71231
C -1.39929 1.70747 7.39918
C 0.71833 3.61679 3.84293
H 0.28485 3.65233 7.26547
H -0.79321 4.45255 6.08357
H 0.99565 4.71818 6.06789
H 1.75665 1.31988 4.65018
H 2.51671 2.70076 5.55161
H 1.54930 1.90852 7.60128
H 2.49829 0.52381 6.94879
H 0.16918 -0.27332 7.45841
H 0.69355 -0.46634 5.74685
H -2.12567 -0.57565 6.59027
H -2.87217 0.56768 5.53946
H -1.75190 -0.58062 4.83693
H -0.56829 2.18978 7.92891
H -2.28327 2.36813 7.27445
H -1.73710 0.88191 8.02231
H 0.97850 2.91618 3.07385
H 1.60559 4.31572 3.84213
H -0.21990 4.09625 3.51163
H -2.32342 2.38320 4.27292
C 3.81316 0.63559 1.22182
C 4.19017 0.00398 2.55319
C 2.99611 -0.72912 3.14213
C 3.32782 -1.68639 4.30265
C 4.46484 -2.59449 3.84214
C 5.69758 -1.80776 3.37201
N 5.28486 -0.98277 2.28969
O 6.37688 -0.19697 1.84643
C 6.37275 -1.04600 4.52086
C 6.69785 -2.83725 2.78652
C 4.58290 1.14516 3.47270
H 3.66043 -0.00745 0.35782
H 4.62855 1.29550 0.94525
H 2.91756 1.27718 1.40129
H 2.26834 0.09418 3.37911
H 2.44249 -1.25297 2.34558
H 2.45499 -2.23889 4.59300
H 3.61613 -1.13321 5.21756
H 3.99855 -3.14572 3.00807
H 4.66830 -3.32391 4.59367
H 7.05572 -1.74933 5.01508
H 6.98182 -0.26482 4.04696
H 5.65974 -0.63524 5.24948
H 7.71181 -2.38359 2.72949
H 6.67867 -3.77547 3.33252
H 6.32517 -3.15575 1.81062
H 4.44585 0.82894 4.53168
H 3.85114 1.91602 3.23811
H 5.57146 1.49995 3.20073
H 6.46221 -0.49953 0.90805
C 2.52476 4.37988 -6.11714
C 3.05343 4.40136 -4.68223
C 1.94882 4.91941 -3.73464
C 2.09854 4.57491 -2.22765
C 2.34422 3.06827 -2.03499
C 3.60604 2.61659 -2.84405
N 3.36509 3.02567 -4.26377
O 4.43948 2.56214 -5.17499
C 4.91169 3.12073 -2.14905
C 3.65981 1.06187 -2.91475
C 4.21059 5.32474 -4.50474
H 3.26905 4.15447 -6.84979
H 2.11971 5.35767 -6.37277
H 1.76397 3.64185 -6.23692
H 1.93541 6.02518 -3.79412
H 1.02008 4.47173 -4.09065
H 1.19059 4.91311 -1.69173
H 2.87285 5.25121 -1.77928
H 1.49172 2.41689 -2.31980
H 2.52852 2.91671 -0.97569
H 4.98652 2.60175 -1.15832
H 5.75376 2.90132 -2.78075
H 4.80163 4.22878 -2.01969
H 3.59856 0.66076 -1.90291
H 2.78086 0.69102 -3.45979
H 4.58136 0.77215 -3.39637
H 5.14807 5.03028 -5.00476
H 4.36541 5.41034 -3.44611
H 3.97315 6.26584 -5.02251
H 4.02701 1.80055 -5.58249
C -2.62632 0.14401 -2.57954
C -1.90531 -1.08565 -1.92266
C -0.58235 -1.55864 -2.57470
C 0.67859 -0.73950 -2.22614
C 0.71410 -0.55812 -0.70458
C -0.54335 0.07407 -0.12390
N -1.68126 -0.82707 -0.44048
O -2.88530 -0.29932 0.14186
C -0.33484 0.15941 1.37100
C -0.66250 1.53229 -0.63302
C -2.93697 -2.25295 -1.94410
H -3.18111 -0.29903 -3.45808
H -1.98088 0.99693 -2.93259
H -3.39460 0.44117 -1.91573
H -0.46681 -2.62675 -2.42841
H -0.80151 -1.39562 -3.63154
H 0.60704 0.19483 -2.74635
H 1.60370 -1.20336 -2.62702
H 1.59926 0.04576 -0.37148
H 0.83379 -1.54686 -0.23897
H -1.12642 0.78046 1.78733
H -0.33922 -0.84948 1.76298
H 0.59197 0.61667 1.61432
H -0.58148 1.51014 -1.70151
H -1.59875 1.92502 -0.27257
H 0.19646 2.03974 -0.23439
H -2.97427 -2.53900 -2.96444
H -3.91894 -1.95778 -1.60939
H -2.56757 -3.04060 -1.27650
H -3.21968 -1.03220 0.68585
C 3.19610 -2.73367 -4.87905
C 3.16754 -3.13659 -6.35934
O 3.25401 -4.55455 -6.46572
H 4.05243 -3.24851 -4.37726
H 2.26199 -3.04200 -4.39844
H 3.37057 -1.67155 -4.72195
H 4.03496 -2.71139 -6.83040
H 2.27428 -2.77146 -6.83324
H 2.71905 -4.83128 -7.22664
C -0.77203 -2.89009 -6.39715
C -0.20819 -4.00226 -7.29131
O 0.60677 -3.51928 -8.36141
H -1.38720 -3.20117 -5.53128
H -1.36120 -2.17646 -7.04543
H 0.08870 -2.34154 -5.93498
H -1.02077 -4.62986 -7.60544
H 0.52068 -4.59588 -6.65396
H 0.14213 -3.12572 -9.10820
C -2.03011 5.36262 -2.51161
C -2.01278 4.06550 -3.33346
O -1.89624 4.38844 -4.70758
H -2.38578 5.19035 -1.47003
H -2.84602 5.97156 -2.98122
H -1.11970 5.94171 -2.34275
H -2.99002 3.57081 -3.29526
H -1.26171 3.28235 -2.92040
H -1.06326 4.86481 -4.65711
C -1.12081 0.94494 -5.90760
C -0.11929 1.78370 -5.19993
O 1.19847 1.29351 -5.55171
H -0.86800 0.81021 -6.94691
H -2.01061 1.56947 -5.95780
H -1.35126 -0.00711 -5.43326
H -0.26344 1.73521 -4.14173
H -0.23324 2.84300 -5.46191
H 1.74641 1.85283 -4.97295
C 1.31630 -4.88710 -1.28054
C 0.21192 -5.15831 -2.25741
O -1.03828 -4.76412 -1.65665
H 1.26707 -5.56268 -0.41665
H 1.36862 -3.82782 -0.92931
H 2.24452 -5.12063 -1.79854
H 0.13705 -6.25171 -2.45373
H 0.27964 -4.58309 -3.16841
H -1.76529 -5.10215 -2.16415
C -0.57993 -3.78133 2.22221
C -1.49569 -4.98684 1.92329
O -2.32621 -4.76344 0.66122
H -1.19758 -2.86546 2.14100
H 0.31380 -3.71454 1.58352
H -0.09811 -3.91838 3.19779
H -2.23811 -5.12631 2.71862
H -0.87785 -5.90970 1.84202
H -1.72229 -4.70171 -0.11730
C 4.70041 -3.38591 -0.64097
C 5.47032 -2.41788 -1.44511
O 6.50161 -1.81134 -0.64928
H 5.28694 -4.25061 -0.26380
H 3.80110 -3.69878 -1.15154
H 4.44143 -2.80137 0.21800
H 4.78609 -1.63554 -1.79601
H 5.95447 -2.80053 -2.38227
H 7.37690 -1.91834 -1.04415
C -3.00160 4.95573 2.60574
C -2.60451 3.62915 2.05070
O -3.33585 2.57412 2.73965
H -2.47274 5.72895 2.00922
H -2.66789 5.00532 3.67336
H -4.04912 5.09929 2.52598
H -1.57327 3.39534 2.07603
H -2.84349 3.59427 1.01165
H -3.13378 1.76775 2.24911
C -6.17880 3.05002 0.11330
C -5.38927 2.24557 -0.96409
O -4.34359 3.12534 -1.59238
H -6.47468 4.01020 -0.34018
H -5.55773 3.27723 0.99808
H -7.08694 2.58849 0.50813
H -6.03791 1.88390 -1.81170
H -5.03276 1.30059 -0.53304
H -3.54437 3.21981 -1.04797

---

# 2
127
Properties=species:S:1:pos:R:3 method="wB97M-V/def2-TZVPD" charge=+1 orbital_gap_ev=6.677
C 2.83601 0.58604 2.23936
C 2.55420 0.60189 0.71909
C 1.48044 1.65695 0.32019
C 0.30143 1.08323 -0.47919
C 0.31834 1.49678 -1.97166
C -0.46519 0.52952 -2.88641
C -1.59654 -0.15825 -2.12744
C -2.71630 -0.66318 -3.03057
C -3.52812 -1.75779 -2.30089
N -3.57104 -1.50723 -0.86758
C -3.10348 -2.40291 0.05439
C -3.26970 -1.83773 1.30150
C -3.85862 -0.56331 1.11714
C -4.03542 -0.38726 -0.23757
N 1.63812 1.90389 -2.49370
C 2.65218 0.84756 -2.65744
C 2.47155 -0.45698 -2.22272
C 3.51334 -1.35790 -2.41091
C 4.66216 -0.85869 -3.01320
N 4.84371 0.37505 -3.47842
C 3.82914 1.22580 -3.29799
C 2.15085 2.89158 -1.62355
N 2.72301 3.99726 -2.17881
N 2.12171 2.84760 -0.29835
C 1.71316 4.13158 0.36946
C 0.23086 4.44107 0.16676
C -0.06286 5.75708 0.88857
N -1.42084 6.14776 1.09547
O 0.82878 6.45171 1.27173
H 3.88563 0.33685 2.39416
H 2.27492 -0.22527 2.70450
H 2.60684 1.52990 2.73048
H 3.48079 0.88018 0.21572
H 2.23759 -0.39751 0.43758
H 1.07485 1.99716 1.27138
H -0.61896 1.47873 -0.05060
H 0.25622 0.01028 -0.31509
H -0.29449 2.40118 -2.00910
H 0.18186 -0.15965 -3.43010
H -0.94260 1.14966 -3.65324
H -2.04014 0.59395 -1.47661
H -1.18079 -0.97640 -1.53816
H -2.29084 -1.12499 -3.92582
H -3.39700 0.12803 -3.34136
H -4.55918 -1.76540 -2.65221
H -3.08505 -2.72818 -2.51081
H -2.65548 -3.36354 -0.16289
H -2.97467 -2.25073 2.25825
H -4.12034 0.18897 1.84490
H -4.42985 0.45415 -0.78582
H 1.53995 -0.74558 -1.76335
H 3.43647 -2.38010 -2.08161
H 5.50710 -1.52472 -3.14024
H 3.96786 2.23449 -3.66632
H 3.68820 4.16029 -1.93866
H 2.25682 4.57698 -2.85647
H 2.32722 4.95938 0.04251
H 1.91064 4.00368 1.43188
H -0.03421 4.53197 -0.88891
H -0.37221 3.68310 0.67126
H -1.93693 5.43610 1.60005
H -1.87004 6.35320 0.20971
C 1.38393 6.00975 6.48754
Cl 2.72911 4.90645 6.79369
Cl 1.68261 6.97992 5.04524
Cl -0.13300 5.12396 6.35281
H 1.30422 6.68576 7.32918
C 4.95779 0.40123 -7.11999
Cl 5.11165 1.97188 -7.90446
Cl 3.26037 0.02140 -6.81275
Cl 5.71228 -0.86236 -8.09047
H 5.46834 0.44622 -6.16528
C -0.47281 -1.49020 4.65702
Cl -0.42808 0.21460 5.10690
Cl -0.98719 -1.67249 2.97422
Cl 1.09028 -2.26172 4.94015
H -1.20647 -1.98152 5.27896
C -2.00056 -6.78917 0.75743
Cl -1.60084 -5.18515 0.11524
Cl -3.36854 -6.68957 1.85831
Cl -2.33055 -7.91124 -0.55420
H -1.14260 -7.15378 1.30783
C -3.51276 -0.13409 8.34653
Cl -4.98844 0.51836 7.63676
Cl -2.69090 -1.20266 7.20281
Cl -2.46849 1.16650 8.90267
H -3.78679 -0.73373 9.20459
C 1.50161 -8.56804 -1.91839
Cl 1.44167 -6.80332 -1.82496
Cl 3.14709 -9.12237 -2.21597
Cl 0.84955 -9.28672 -0.44759
H 0.88366 -8.88118 -2.74933
C -6.31431 0.52516 -5.27044
Cl -5.06904 -0.25453 -6.24755
Cl -5.95696 0.32609 -3.55155
Cl -6.44616 2.23763 -5.66409
H -7.26223 0.05007 -5.48505
C -6.61889 -9.39728 0.64405
Cl -6.62590 -7.63274 0.71599
Cl -4.98420 -10.00263 0.37176
Cl -7.30095 -10.08386 2.11661
H -7.23664 -9.70327 -0.18939
C -4.31139 3.99136 11.59196
Cl -5.70571 4.92581 12.13105
Cl -4.82194 2.46192 10.87454
Cl -3.34274 4.92358 10.45079
H -3.69879 3.77111 12.45601
C -1.41475 3.99582 -5.31844
Cl -2.92369 3.67995 -4.46723
Cl -1.56642 5.35114 -6.41832
Cl -0.09784 4.26738 -4.15061
H -1.16174 3.11404 -5.89306
C 6.40722 -1.84067 -11.77290
Cl 8.16886 -1.82009 -11.84376
Cl 5.71710 -0.68630 -12.91266
Cl 5.78411 -3.46472 -12.06595
H 6.11006 -1.54392 -10.77676
C 5.71603 -4.94477 -0.72906
Cl 4.18050 -5.12764 0.12110
Cl 5.64090 -3.56549 -1.83753
Cl 7.04569 -4.75770 0.40558
H 5.88916 -5.83798 -1.31462
C 1.25090 4.15702 10.25132
Cl -0.20134 3.35254 9.65588
Cl 0.82801 5.47210 11.34943
Cl 2.32898 3.00638 11.03746
H 1.77227 4.57937 9.40272

---

E for the records above, in order: -103855.044; -536395.420 eV